No. 1
Density functional theory data (ωB97M-V with the def2-TZVPD basis set) for the molecule CH5NOP2 in a non-equilibrium geometry.

```
10
Properties=species:S:1:pos:R:3:lowdin_charge:R:1
H -0.4581 -1.0058 -1.6300 -0.011
P -0.1572 -1.4789 0.7672 0.887
O -0.6634 0.0855 2.9408 -0.024
H -0.8518 0.9101 1.1064 0.027
C -0.6211 0.0282 1.7493 -0.571
P 0.5775 1.0350 -1.0849 0.664
H 1.3835 0.8149 -2.2115 -0.130
H -0.4758 1.4978 -1.8946 -0.125
H 1.1795 -1.3174 1.1618 -0.077
N 0.0869 -0.5693 -0.9044 -0.641
```

## Properties
- gap between HOMO and LUMO (eV) = 9.8
- relative energy (zero: lowest compared OMol25 entry of this formula, charge and spin) (kJ/mol) = 83.81
- maximum force (Eh/bohr) = 0.0726
- HOMO level (eV) = -9.3


No. 2
Density functional theory data (ωB97M-V with the def2-TZVPD basis set) for a cluster of 2 separate species, CH5NOS2 in total.

```
10
Properties=species:S:1:pos:R:3:lowdin_charge:R:1
H -0.9996 0.1072 0.7409 -0.261
O 2.0454 1.0604 -1.5691 0.027
H 2.3867 0.9673 0.8737 0.102
S -1.8339 -0.7858 1.2828 0.247
H 0.2290 0.3409 -1.0360 0.111
C 1.2445 0.6752 -0.7525 -0.416
S -3.0992 -0.9300 -0.3486 0.237
H -2.5217 -1.9830 -0.9463 -0.207
N 1.4690 0.6457 0.6014 0.099
H 1.0799 -0.0979 1.1537 0.059
```

## Properties
- gap between HOMO and LUMO (eV) = 10.1
- relative energy (zero: lowest compared OMol25 entry of this formula, charge and spin) (kJ/mol) = 24.25
- maximum force (Eh/bohr) = 0.0091
- HOMO level (eV) = -10.0


No. 3
Density functional theory data (ωB97M-V with the def2-TZVPD basis set) for a cluster of 2 separate species, CH5NOS2 in total.

```
10
Properties=species:S:1:pos:R:3:lowdin_charge:R:1
S -0.5076 1.2655 -1.6128 0.240
H -1.0485 1.6872 0.8847 -0.178
H 1.3941 -0.6876 0.8279 0.021
H 0.2523 -3.3805 0.5091 0.123
S 0.1708 1.5577 0.3184 0.244
O -0.9014 -1.7602 0.9359 -0.005
H -0.5978 -0.0872 -1.6002 -0.206
N 1.3669 -1.7000 0.8528 0.109
C 0.1539 -2.3124 0.7600 -0.437
H 2.1779 -2.2209 0.5704 0.088
```

## Properties
- gap between HOMO and LUMO (eV) = 10.0
- relative energy (zero: lowest compared OMol25 entry of this formula, charge and spin) (kJ/mol) = 6.15
- maximum force (Eh/bohr) = 0.0122
- HOMO level (eV) = -9.7


No. 4
Density functional theory data (ωB97M-V with the def2-TZVPD basis set) for a cluster of 2 separate species, CH5NP2 in total in a non-equilibrium geometry.

```
9
Properties=species:S:1:pos:R:3:lowdin_charge:R:1
C 0.2821 0.2414 0.5026 -0.068
H -2.3792 0.2218 -1.7222 -0.156
H -0.5164 0.3430 -0.2752 -0.068
N -3.8355 0.0411 -0.1195 -1.073
H 0.3025 -0.7360 1.0053 0.024
H -0.0234 1.0167 1.2484 0.030
P -4.6865 -0.9954 0.5495 0.684
H 1.2385 0.4079 0.1532 -0.023
P -2.8550 1.1499 -0.7735 0.650
```

## Properties
- gap between HOMO and LUMO (alpha / beta) (eV) = 6.6 / 6.6
- relative energy (zero: lowest compared OMol25 entry of this formula, charge and spin) (kJ/mol) = 95.45
- maximum force (Eh/bohr) = 0.0604
- HOMO level (alpha / beta) (eV) = -7.3 / -7.3


No. 5
Density functional theory data (ωB97M-V with the def2-TZVPD basis set) for a cluster of 2 separate species, CH5NP2 in total in a non-equilibrium geometry.

```
9
Properties=species:S:1:pos:R:3:lowdin_charge:R:1
H 0.9971 -0.6311 0.5524 -0.068
C 1.9047 -0.5119 0.0600 -0.038
H 2.2588 0.4474 -0.2960 0.038
H 1.6501 -1.0319 -0.7961 -0.014
P -1.7341 -1.1458 -0.0641 0.718
P -3.1949 1.5713 0.2371 0.626
N -2.4039 0.2219 0.0911 -1.107
H -2.0567 2.1618 -0.3844 -0.156
H 2.5789 -1.0818 0.6000 0.001
```

## Properties
- gap between HOMO and LUMO (alpha / beta) (eV) = 6.6 / 6.6
- relative energy (zero: lowest compared OMol25 entry of this formula, charge and spin) (kJ/mol) = 127.11
- maximum force (Eh/bohr) = 0.0637
- HOMO level (alpha / beta) (eV) = -7.4 / -7.4


No. 6
Density functional theory data (ωB97M-V with the def2-TZVPD basis set) for the molecule CH5NSi2 in a non-equilibrium geometry.

```
9
Properties=species:S:1:pos:R:3:lowdin_charge:R:1
H 0.2914 -0.9897 -2.2999 -0.068
Si 0.1053 0.0583 0.9824 0.510
H -0.1046 -1.1228 1.5919 -0.162
N -3.5309 -0.5742 -1.2422 0.057
H -0.3735 1.1458 1.7401 -0.128
C -2.3921 -0.5323 -1.2636 -0.466
H -0.7081 1.1937 -2.0884 -0.058
Si -0.5477 -0.1437 -1.3197 0.463
H 1.4600 0.4157 1.0445 -0.148
```

## Properties
- gap between HOMO and LUMO (eV) = 11.5
- relative energy (zero: lowest compared OMol25 entry of this formula, charge and spin) (kJ/mol) = 18.33
- maximum force (Eh/bohr) = 0.0631
- HOMO level (eV) = -11.1